No. 1
DFT (the ωB97M-V functional and the def2-TZVPD basis) results for a cluster of 2 separate species, C4H8O3 in total.

Output
- Lowest unoccupied orbital energy: 0.52 eV
- Energy above the lowest of the compared OMol25 structures with the same formula, charge and spin: 49.03 kcal/mol
- HOMO energy: -0.3690 Eh
- SMILES: C[C@@H](O)C=O.C=O
- Multiplicity: 1
- Energy: -10418.877 eV
- Frontier orbital gap: 0.3880 Ha

Positions of all 15 atoms, in Å:
1 C -1.77988 0.90123 -1.09661
2 C -0.99321 0.04055 -0.11663
3 O -1.74511 -1.06690 0.30165
4 C 0.30194 -0.42427 -0.74610
5 O 0.65260 -1.58603 -0.69957
6 H -1.20902 1.79657 -1.36907
7 H -2.71803 1.21689 -0.63391
8 H -2.01549 0.33599 -2.00404
9 H -0.69988 0.65884 0.74661
10 H -1.15937 -1.83594 0.19784
11 H 0.90404 0.33803 -1.27235
12 C 2.61024 -0.10179 1.28422
13 O 1.74663 0.73094 1.14898
14 H 2.57713 -1.06234 0.73804
15 H 3.46649 0.07459 1.95755

No. 2
DFT (the ωB97M-V functional and the def2-TZVPD basis) results for a structure of composition C4H8N4 in a non-equilibrium geometry.

Output
- Lowest unoccupied orbital energy: 0.13 eV
- Energy above the lowest of the compared OMol25 structures with the same formula, charge and spin: 127.61 kcal/mol
- HOMO energy: -0.3365 Eh
- Multiplicity: 1
- Energy: -10232.709 eV
- Frontier orbital gap: 0.3411 Ha

Positions of all 16 atoms, in Å:
1 C -2.52581 0.47043 -0.46749
2 C -0.82088 -0.44154 0.91327
3 C 0.93701 -1.40488 -0.03985
4 C 2.09214 0.86698 0.13825
5 H -1.87048 1.00330 -1.41008
6 H -2.86895 -0.82049 -0.63088
7 H -3.54883 0.99267 -0.34167
8 H -0.26485 -0.75497 1.92788
9 H 1.40761 -2.14847 -0.56075
10 H 2.90915 -0.88946 -0.42745
11 H 3.30772 1.05721 -0.09221
12 H 0.06702 1.75398 -0.07406
13 N -1.80080 0.24724 0.77795
14 N -0.28439 -1.24207 -0.05045
15 N 2.08457 -0.54035 0.13375
16 N 1.17979 1.85041 0.20379

No. 3
DFT (the ωB97M-V functional and the def2-TZVPD basis) results for a cluster of 9 separate species, C26H45N10O12 in total in a non-equilibrium geometry.

Output
- Lowest unoccupied orbital energy: 1.65 eV
- Energy above the lowest of the compared OMol25 structures with the same formula, charge and spin: 38.08 kcal/mol
- Charge: -1
- HOMO energy: -0.1975 Eh
- Multiplicity: 1
- Energy: -67166.125 eV
- Frontier orbital gap: 0.2583 Ha

Positions of all 93 atoms, in Å:
1 C 1.32044 0.31555 2.18211
2 C 0.23854 0.61724 1.10758
3 C 0.66889 1.71767 0.20890
4 O -0.44505 -0.50205 0.59427
5 H 0.94298 -0.12690 3.10398
6 H 1.81646 1.21678 2.54244
7 H 2.03842 -0.37559 1.74059
8 H -0.39475 1.15198 1.81546
9 H 0.74317 2.66328 0.74593
10 H 0.02903 1.80836 -0.66886
11 H 1.61696 1.45756 -0.26186
12 C 0.52095 -0.53507 -3.02670
13 C 1.14340 -0.75888 -4.20407
14 C 0.46358 -1.06061 -5.39170
15 C -0.89416 -0.97412 -5.38668
16 C -1.62453 -0.56116 -4.26932
17 C -0.91975 -0.41161 -3.07938
18 O -1.72778 -0.03287 -2.00835
19 O 1.13246 -1.59837 -6.33168
20 H 1.06522 -0.42104 -2.10086
21 H 2.21377 -0.90275 -4.20183
22 H -1.39590 -1.26321 -6.29831
23 H -2.70393 -0.55844 -4.23324
24 H -1.15175 -0.17657 -1.25393
25 H 0.52758 -1.74963 -7.06164
26 C 1.48651 -4.44384 -0.32277
27 C 0.88586 -3.53334 0.47613
28 C -0.04294 -3.94327 1.40760
29 C -0.29622 -5.26922 1.59323
30 C 0.18325 -6.23387 0.67697
31 C 1.16916 -5.76116 -0.23444
32 O 1.78346 -6.65046 -1.02465
33 O -0.78801 -2.86738 1.99066
34 H 2.28432 -4.16086 -0.99345
35 H 1.24667 -2.54105 0.24901
36 H -1.03230 -5.60439 2.30895
37 H 0.14107 -7.30171 0.83299
38 H 1.15998 -7.37672 -0.95110
39 H -0.57524 -2.03220 1.56780
40 C -2.11850 5.17643 0.24465
41 C -1.88596 4.67024 -0.97983
42 C -2.20667 3.29973 -1.26875
43 C -2.70058 2.51850 -0.29644
44 C -3.00675 3.01954 0.89775
45 C -2.73372 4.33225 1.15138
46 O -3.14964 4.85190 2.37097
47 O -1.86625 2.66652 -2.47245
48 H -1.92284 6.21591 0.46280
49 H -1.33678 5.26519 -1.69456
50 H -2.88350 1.46090 -0.41655
51 H -3.41373 2.37294 1.66108
52 H -2.82148 5.74443 2.50246
53 H -2.20377 1.76828 -2.50162
54 C 4.59373 2.76274 0.03477
55 O 3.81893 2.37647 -0.85760
56 N 4.85025 4.00870 0.30370
57 N 5.28882 1.91072 0.72825
58 H 5.41316 4.31457 1.08452
59 H 4.29474 4.69162 -0.19143
60 H 5.29425 0.90416 0.64518
61 H 6.01721 2.27668 1.32459
62 C -3.77386 -0.49955 2.93667
63 O -4.79750 -0.50172 3.54447
64 N -2.62077 -0.46603 3.53952
65 N -3.51114 -0.30973 1.69002
66 H -1.82030 -0.50096 2.92459
67 H -2.67979 -0.56536 4.54289
68 H -2.60208 -0.40256 1.25980
69 H -4.21656 -0.06658 1.00932
70 C -2.99236 -3.25100 -1.43479
71 O -3.82098 -3.29126 -2.33452
72 N -3.32243 -3.24017 -0.16368
73 N -1.68894 -3.06891 -1.70074
74 H -2.63491 -2.95988 0.52104
75 H -4.28997 -3.43914 0.04701
76 H -1.00572 -2.98557 -0.96157
77 H -1.42161 -2.85693 -2.65137
78 C 3.80032 -1.08558 -1.94936
79 O 3.68356 -2.27978 -2.02914
80 N 4.70078 -0.34834 -2.46225
81 N 3.16362 -0.41814 -1.05831
82 H 5.17009 -0.77996 -3.24555
83 H 4.99201 0.51420 -2.02485
84 H 2.50211 -0.87417 -0.44632
85 H 3.31596 0.57825 -0.99429
86 C -0.22450 3.40271 5.01607
87 O 0.05012 4.26466 5.85292
88 N -1.41019 3.06696 4.58755
89 N 0.73942 2.86988 4.40450
90 H -1.46478 2.84566 3.60361
91 H -2.14791 3.71062 4.83566
92 H 0.48982 2.04738 3.87412
93 H 1.68758 3.06288 4.69403

- Among the records above, which one has the lowest lowest unoccupied orbital energy?
  C4H8N4

- Among the records above, which one has the lowest energy above the lowest of the compared OMol25 structures with the same formula, charge and spin?
  C26H45N10O12

- The highest lowest unoccupied orbital energy belongs to which entry?
  C26H45N10O12

- What is the frontier orbital gap in the third record?
  0.2583 Ha